No. 1
Formula: C18H19N3O3S
Source: the Open Molecules 2025 dataset
Level of theory: wB97M-V/def2-TZVPD

Computed properties:
Frontier orbital gap   7.50 eV
Total charge   0
Structure (SMILES)   CCCN(Cc1ccccc1)C(=S)NC(=O)c1ccccc1[N+](=O)[O-]

Geometry as XYZ:
```
44
Properties=species:S:1:pos:R:3:forces:R:3
C -2.49984 -1.50281 3.51886 -1.1 0.3 -0.7
C -2.20806 -0.02650 3.29984 -1.4 -0.4 1.0
C -2.17517 0.52521 1.90251 0.0 -0.3 -0.5
N -1.20970 -0.08473 0.95375 4.2 0.2 1.0
C -1.77411 -0.79335 -0.22993 -0.6 1.8 0.8
C -2.49254 0.31372 -1.02195 -1.1 3.2 -0.8
C -3.90822 0.35510 -1.30009 1.1 0.4 -0.7
C -4.60349 1.48788 -1.82287 4.0 0.4 1.0
C -3.89420 2.71044 -2.01149 -0.4 -2.5 0.0
C -2.51739 2.68595 -1.87253 1.2 0.3 1.3
C -1.80592 1.58322 -1.29909 -1.4 -1.0 0.0
C 0.23624 0.18772 1.13646 -5.0 0.8 1.4
S 0.91234 1.09119 2.33658 -0.9 -0.1 0.8
N 1.09009 0.05397 0.08817 3.1 0.5 -4.3
C 1.83309 -1.05425 -0.24652 -0.7 -3.3 2.2
O 1.41066 -2.13109 0.16748 -0.3 0.0 -0.5
C 3.25065 -1.15992 -0.77989 0.3 0.2 -2.1
C 3.88104 -2.42111 -1.10426 2.0 0.6 -0.2
C 5.27523 -2.60413 -1.54109 -1.8 1.9 1.7
C 5.94293 -1.38500 -1.55920 2.1 0.0 -0.1
C 5.32797 -0.14951 -1.42425 1.0 1.1 0.7
C 3.98968 -0.02542 -1.11255 1.6 -2.7 -0.2
N 3.50410 1.27319 -1.07385 -1.1 5.0 2.4
O 3.89510 2.02483 -0.12378 -0.5 -2.0 -2.2
O 2.68284 1.65954 -1.89957 0.7 -0.9 0.3
H -1.65344 -2.08992 3.30838 1.1 -0.9 -0.2
H -2.85438 -1.72785 4.51668 0.2 0.2 0.4
H -3.30364 -1.83757 2.87848 -0.3 -0.2 -0.4
H -3.14856 0.47362 3.73567 2.0 0.0 0.0
H -1.22971 0.09062 3.74839 -0.2 1.1 0.7
H -3.15385 0.28179 1.47863 0.1 0.4 -0.2
H -2.06597 1.63839 1.99910 0.2 -0.9 -0.5
H -0.97806 -1.21673 -0.79454 0.6 -0.4 -0.4
H -2.45351 -1.58540 0.13219 0.2 0.3 -0.3
H -4.44241 -0.56690 -1.15900 -0.4 -0.2 0.1
H -5.59599 1.49276 -2.09355 -2.2 -0.5 -0.1
H -4.45252 3.59129 -2.26936 0.1 0.3 -0.3
H -1.99157 3.64795 -2.04235 -0.1 -0.9 0.2
H -0.76453 1.73483 -0.95168 -0.7 -0.2 -0.6
H 1.61527 0.92519 -0.05294 -0.8 -0.5 0.2
H 3.41546 -3.34162 -0.95007 -1.4 -0.9 0.5
H 5.89488 -3.54643 -1.56178 -1.5 0.9 -0.2
H 7.06624 -1.35255 -1.57980 -1.2 -0.2 -0.3
H 5.95296 0.77444 -1.32315 -0.6 -0.9 -0.6
```
Forces are in eV/Å.



No. 2
Formula: C18H19N3O5
Source: the Open Molecules 2025 dataset
Level of theory: wB97M-V/def2-TZVPD

Computed properties:
Frontier orbital gap   8.56 eV
Total charge   0
Structure (SMILES)   CCOC(=O)Cn1ncc2c3ccccc3n(CC(=O)OCC)c2c1=O

Geometry as XYZ:
```
45
Properties=species:S:1:pos:R:3:forces:R:3
C -6.33130 -1.48606 -0.58134 0.4 0.3 0.1
C -5.10037 -1.13503 0.23236 -0.2 -0.3 0.3
O -4.57813 0.10621 -0.25098 -0.3 0.1 -0.3
C -3.60713 0.65604 0.46555 0.1 0.3 0.2
O -3.20121 0.23978 1.51601 0.0 0.0 0.0
C -3.12429 1.95301 -0.18806 -0.2 -0.3 -0.1
N -1.68074 2.01152 -0.12035 0.1 -0.4 -0.1
N -1.15725 3.14862 0.33046 0.0 0.9 0.3
C 0.12812 3.26800 0.42660 -0.2 -0.2 -0.1
C 0.99221 2.20912 0.07509 -0.5 -0.9 -0.3
C 2.40606 2.00313 0.06204 0.1 -0.4 -0.1
C 3.50122 2.79658 0.39365 0.1 -0.1 0.0
C 4.76237 2.26031 0.25869 0.0 0.2 0.1
C 4.94869 0.95367 -0.19985 -0.1 -0.2 -0.1
C 3.88211 0.14802 -0.53656 0.1 -0.1 0.0
C 2.60503 0.67840 -0.40135 0.2 0.6 0.1
N 1.38673 0.10921 -0.67796 -0.2 0.0 -0.1
C 1.15122 -1.25743 -1.03647 0.0 -0.4 0.1
C 1.51383 -2.19409 0.11284 0.0 0.3 0.0
O 1.84711 -1.83586 1.20834 0.0 0.0 0.0
O 1.41311 -3.46274 -0.27419 -0.1 -0.2 -0.4
C 1.69027 -4.45588 0.72078 0.1 -0.3 0.4
C 1.62093 -5.82108 0.06453 0.0 0.5 0.0
C 0.41630 1.01742 -0.37754 0.2 0.9 0.3
C -1.00566 0.87051 -0.50707 0.1 0.1 -0.1
O -1.62545 -0.10720 -0.91960 0.0 -0.1 -0.2
H -6.07058 -1.56672 -1.63284 0.0 -0.1 -0.1
H -7.08915 -0.71532 -0.46884 -0.1 0.0 0.0
H -6.73581 -2.43464 -0.24048 -0.1 -0.1 0.0
H -4.32107 -1.89717 0.12732 -0.1 0.1 0.1
H -5.33671 -1.02848 1.29704 0.1 -0.1 -0.2
H -3.46564 1.96828 -1.22701 0.1 0.0 0.1
H -3.51463 2.81468 0.35531 0.1 -0.1 -0.1
H 0.48720 4.21607 0.79326 0.0 0.1 0.0
H 3.35787 3.80560 0.74886 0.0 0.1 0.0
H 5.62744 2.85453 0.51215 0.1 0.1 0.0
H 5.95325 0.56791 -0.28973 0.1 0.0 0.0
H 4.03525 -0.86240 -0.88337 0.0 -0.1 0.0
H 0.08228 -1.37392 -1.25087 0.3 0.0 0.0
H 1.72553 -1.53925 -1.92453 -0.1 0.0 0.1
H 2.68206 -4.26215 1.14420 -0.2 0.0 0.0
H 0.95242 -4.36022 1.52446 0.1 0.0 -0.1
H 1.81917 -6.59066 0.80464 0.0 -0.1 0.1
H 2.35772 -5.89422 -0.73082 0.1 -0.1 -0.1
H 0.63396 -5.98102 -0.36039 -0.1 -0.1 0.0
```
Forces are in eV/Å.



No. 3
Formula: C18H19N3O5S2
Source: the Open Molecules 2025 dataset
Level of theory: wB97M-V/def2-TZVPD

Computed properties:
Frontier orbital gap   7.84 eV
Total charge   0
Structure (SMILES)   COc1ccc(C2=NS(=O)(=O)N(C)C(C(=O)NCc3cccs3)=C2)cc1OC

Geometry as XYZ:
```
47
Properties=species:S:1:pos:R:3:forces:R:3
C -3.15710 1.16906 6.05822 -0.2 -0.3 0.4
O -2.70857 2.21827 5.22740 0.1 0.1 -0.3
C -2.08883 1.98993 4.04657 0.1 0.1 -0.2
C -1.68296 3.15078 3.38401 -0.1 -0.3 0.2
C -1.03686 3.10999 2.17169 0.1 -0.3 -0.2
C -0.75453 1.88330 1.57122 -0.3 0.2 0.6
C -0.05713 1.86182 0.28485 0.3 -0.3 -0.3
N -0.03458 2.97589 -0.38945 0.2 0.4 -0.5
S 0.50652 3.01391 -1.89771 0.1 -0.6 -0.3
O 1.11607 4.26330 -2.20394 0.2 0.1 0.2
O -0.47155 2.49997 -2.80842 0.0 0.0 0.2
N 1.77238 1.83334 -1.90613 -0.9 0.6 0.4
C 2.90191 2.02804 -2.77461 0.3 0.3 -0.5
C 1.54760 0.73471 -1.16782 -0.3 -0.1 0.7
C 2.31319 -0.52996 -1.48339 0.0 0.1 -0.3
O 3.01742 -1.10899 -0.68816 0.0 0.0 0.3
N 2.09192 -0.94658 -2.74976 0.0 0.0 -0.3
C 2.56408 -2.23054 -3.22978 0.3 -0.1 0.1
C 1.43294 -3.16242 -3.51065 -0.2 0.0 0.2
C 1.13639 -3.80836 -4.67040 0.2 0.2 0.2
C -0.02576 -4.60759 -4.57638 -0.2 -0.1 0.1
C -0.59802 -4.54817 -3.34892 0.1 0.1 0.2
S 0.27048 -3.52413 -2.27464 0.1 -0.1 -0.5
C 0.64179 0.69889 -0.14820 0.1 -0.4 -0.1
C -1.16343 0.71634 2.21971 0.1 0.1 -0.1
C -1.82716 0.74430 3.43603 -0.1 -0.1 0.1
O -2.24860 -0.39270 4.07834 0.0 0.4 0.0
C -1.97448 -1.64497 3.49917 0.0 -0.2 -0.1
H -3.92509 0.56686 5.56983 0.1 0.1 0.1
H -2.33515 0.52274 6.37126 -0.1 0.1 0.0
H -3.58283 1.66440 6.93070 0.0 -0.1 -0.1
H -1.89977 4.09008 3.86734 0.0 0.1 0.1
H -0.73052 4.01221 1.66965 0.0 0.2 0.0
H 3.06602 3.10429 -2.81964 0.2 -0.1 -0.1
H 3.78506 1.52944 -2.37518 -0.1 0.0 0.0
H 2.69815 1.66504 -3.78558 0.1 0.0 0.0
H 1.40799 -0.46152 -3.31166 0.0 0.0 0.1
H 3.21076 -2.62517 -2.43840 0.0 0.1 -0.2
H 3.15608 -2.09173 -4.14060 0.0 -0.1 0.1
H 1.72950 -3.72319 -5.56344 0.2 0.1 -0.2
H -0.41398 -5.19372 -5.38948 -0.1 -0.1 -0.1
H -1.48236 -5.04315 -3.00038 -0.2 -0.1 0.0
H 0.56773 -0.22022 0.40738 0.0 0.0 0.0
H -0.98736 -0.23488 1.74810 0.0 -0.1 0.0
H -0.89863 -1.81335 3.38930 0.0 0.0 0.0
H -2.46575 -1.75829 2.52763 0.0 0.0 0.0
H -2.38299 -2.37725 4.19432 0.1 0.0 -0.1
```
Forces are in eV/Å.



No. 4
Formula: C18H19N5O10P2RhS
Source: the Open Molecules 2025 dataset
Level of theory: wB97M-V/def2-TZVPD

Computed properties:
Frontier orbital gap (spin up / spin down)   8.28 / 5.96 eV
Spin multiplicity   5
Total charge   +1

Geometry as XYZ:
```
56
Properties=species:S:1:pos:R:3:forces:R:3
Rh 1.04932 0.34078 1.03918 -0.5 -0.1 -0.9
C -1.75292 -0.39122 4.04695 0.1 -0.1 0.0
C -0.28241 -0.06648 4.25859 0.3 0.1 -0.2
O 0.09900 0.03272 5.62279 -0.1 -0.1 0.1
P 0.82168 -1.38343 3.60668 0.3 -0.3 0.1
O 0.43540 -2.75305 4.26430 0.0 -0.1 0.2
O 2.26096 -1.06063 4.14364 0.0 0.0 0.1
O 0.73227 -1.54556 2.11416 -0.2 0.6 0.1
P 0.26020 1.45691 3.36981 -0.1 0.5 0.4
O -0.26227 2.56897 4.38324 0.0 0.1 -0.2
O 1.76012 1.41781 3.21652 0.1 -0.2 0.0
O -0.44404 1.59383 2.02230 0.2 -0.3 0.0
H -2.02938 -1.24644 4.66262 0.0 0.0 0.0
H -1.93689 -0.62537 2.99821 -0.1 0.0 0.0
H -2.36758 0.46261 4.33391 0.0 0.0 0.0
H -0.35585 0.78132 6.02977 0.0 0.0 0.0
H 0.77861 -2.90402 5.15904 -0.1 0.1 -0.1
H 2.44168 -0.09471 4.07014 -0.1 0.0 0.0
H -0.28729 3.45549 3.98886 0.0 -0.1 0.2
N 3.96683 1.51430 -1.92383 0.0 0.0 -0.1
C 2.72609 1.22394 -1.50060 0.0 0.0 0.0
N 2.70730 0.87077 -0.23484 0.0 -0.1 0.5
C 4.02780 0.93445 0.20980 0.3 0.2 -0.3
C 4.58680 0.66622 1.45549 -0.1 0.0 0.0
C 5.95001 0.82334 1.58472 0.0 0.0 0.1
C 6.75029 1.23278 0.50808 0.0 0.0 -0.1
C 6.21012 1.49747 -0.73305 0.0 0.0 -0.1
C 4.83509 1.34232 -0.85901 -0.1 -0.1 0.4
H 4.21763 1.82259 -2.84781 -0.1 0.0 0.0
H 1.85866 1.28516 -2.13857 0.0 0.0 0.0
H 3.96340 0.34904 2.27869 0.0 0.0 0.1
H 6.41789 0.62994 2.54036 0.0 0.0 0.0
H 7.81640 1.34172 0.65172 0.0 0.0 0.0
H 6.81975 1.81102 -1.57018 0.0 0.0 0.0
O -8.00059 -0.46672 -4.67952 0.1 0.1 -0.1
S -6.95505 0.38114 -4.20027 -1.1 0.0 0.7
O -6.94405 0.73809 -2.81471 0.0 0.0 -0.2
O -6.34476 1.31896 -5.13250 0.3 0.1 -0.3
C -5.35484 -0.75227 -4.38649 1.1 -0.4 -0.2
N -5.34051 -1.57094 -5.38663 -0.3 0.2 -0.1
C -4.21070 -2.26287 -5.51787 0.1 -0.1 0.1
C -3.14707 -2.08292 -4.64292 0.0 0.0 0.1
C -3.30761 -1.17517 -3.60181 -0.3 -0.1 -0.2
N -4.45823 -0.49509 -3.49688 -0.1 0.2 0.1
C -2.28645 -0.86876 -2.57256 0.2 0.1 0.2
C -1.03391 -1.47661 -2.55339 -0.1 0.0 0.0
C -0.13240 -1.12195 -1.56756 0.0 -0.1 -0.1
N -0.41216 -0.21365 -0.63291 0.2 0.1 0.2
C -1.61632 0.36516 -0.63278 -0.1 0.0 -0.1
C -2.57703 0.06646 -1.58019 0.0 -0.1 -0.1
H -4.16626 -2.96033 -6.34460 0.0 0.0 0.0
H -2.23068 -2.63415 -4.79162 0.0 0.0 0.0
H -0.75478 -2.22033 -3.28595 0.1 0.0 0.0
H 0.84585 -1.58488 -1.51890 0.0 0.0 0.0
H -1.80167 1.08742 0.15163 0.0 0.0 0.0
H -3.54546 0.54478 -1.56327 0.0 0.0 0.0
```
Forces are in eV/Å.



No. 5
Formula: C18H19N5O2S
Source: the Open Molecules 2025 dataset
Level of theory: wB97M-V/def2-TZVPD

Computed properties:
Frontier orbital gap   8.74 eV
Total charge   0
Structure (SMILES)   CCOc1ccccc1NC(=O)[C@@H](Sc1nnnn1C)c1ccccc1

Geometry as XYZ:
```
45
Properties=species:S:1:pos:R:3:forces:R:3
C 0.58172 0.93213 -4.60948 0.2 -0.1 0.3
C 1.93177 0.66999 -3.95186 -0.1 0.2 -0.4
O 1.79757 0.13646 -2.64905 0.0 -0.4 0.3
C 1.25080 -1.09616 -2.48309 0.0 -0.1 0.2
C 1.22481 -2.10189 -3.44369 0.1 0.3 -0.1
C 0.73099 -3.35771 -3.13497 -0.1 -0.1 0.1
C 0.25758 -3.63772 -1.86632 0.0 -0.1 0.0
C 0.26068 -2.64484 -0.90252 0.0 0.1 -0.1
C 0.73697 -1.38089 -1.20765 0.0 0.1 -0.3
N 0.71182 -0.36526 -0.22536 0.5 -0.2 -0.1
C 0.09913 0.81803 -0.41063 0.2 0.2 0.2
O -0.47370 1.16751 -1.41768 -0.2 0.1 -0.2
C 0.16156 1.75950 0.80907 -0.5 -0.1 -0.1
S -1.55696 1.90519 1.45657 0.1 0.4 0.1
C -2.15011 0.28863 1.29251 -0.6 -0.2 -0.1
N -1.50920 -0.85808 1.41257 0.3 0.8 0.3
N -2.41242 -1.80489 1.20962 0.0 -1.0 -0.1
N -3.55870 -1.31818 0.98512 -1.3 -0.1 -0.2
N -3.45162 0.01093 1.02087 1.6 0.0 0.2
C -4.53914 0.90962 0.79603 -0.5 0.3 -0.1
C 1.19067 1.43881 1.84554 0.2 0.1 0.3
C 0.97635 0.49096 2.84098 0.0 0.1 0.1
C 1.96938 0.20972 3.76295 0.0 -0.1 0.0
C 3.18558 0.86731 3.70135 0.1 0.0 0.0
C 3.40656 1.81037 2.71156 0.1 0.0 0.0
C 2.41544 2.09706 1.79125 -0.1 -0.1 0.0
H 0.71619 1.52091 -5.51274 0.0 0.0 -0.1
H 0.08566 -0.00136 -4.86407 -0.1 0.0 -0.1
H -0.05079 1.47386 -3.91068 -0.1 0.1 0.0
H 2.46129 1.61342 -3.79338 0.0 -0.2 -0.1
H 2.56149 0.02331 -4.57760 0.0 0.1 0.1
H 1.60523 -1.91669 -4.43602 0.0 0.1 -0.1
H 0.72352 -4.12259 -3.89726 0.0 -0.1 -0.1
H -0.12404 -4.61808 -1.62826 0.0 -0.1 0.0
H -0.13333 -2.83181 0.08493 -0.1 0.0 0.1
H 0.92808 -0.64665 0.72171 0.0 0.1 -0.2
H 0.33300 2.76477 0.41067 0.0 -0.2 0.0
H -5.35875 0.33966 0.36370 0.0 0.1 0.0
H -4.86010 1.36153 1.73640 0.0 0.0 -0.1
H -4.22150 1.69758 0.11202 0.0 -0.1 0.0
H 0.03192 -0.02959 2.89672 0.0 0.0 0.0
H 1.78831 -0.52609 4.53204 0.0 -0.1 0.1
H 3.95789 0.64830 4.42326 0.1 0.0 0.1
H 4.35219 2.32892 2.65847 0.1 0.0 0.0
H 2.59108 2.83428 1.02121 0.0 0.1 -0.1
```
Forces are in eV/Å.



Among the records above, which one has the highest total charge? C18H19N5O10P2RhS



The highest total charge belongs to which entry? C18H19N5O10P2RhS



Look up the total charge of the second one. 0



Look up the total charge of the fifth one. 0